Entry from the OMol25 dataset: the molecule C4H8O2 (ωB97M-V/def2-TZVPD).

For the max |F|, the calculation gives 1.50 eV/Å. The HOMO energy comes out at -9.78 eV. The HOMO-LUMO gap comes out at 10.729 eV. The energy relative to the best compared isomer or geometry (same formula, charge and spin) is 66.1 kcal/mol. As for the total charge: 0.

Bonds (Å) are listed after each position.
Cartesian coordinates (Å):
1 C -0.884 0.518 -0.789  C2 1.540, H7 1.101, H8 1.085, H9 1.087
2 C 0.224 -0.449 -1.246  C1 1.540, O3 1.421, H10 1.098, H11 1.102
3 O 0.643 -1.353 -0.233  C2 1.421, C4 1.405
4 C 0.464 -0.848 1.066  O3 1.405, C5 1.520, H12 1.096, H13 1.098
5 C 0.426 0.667 1.174  C4 1.520, O6 1.215, H14 1.113
6 O -0.248 1.273 1.983  C5 1.215
7 H -0.886 0.973 0.214  C1 1.101
8 H -1.837 0.003 -0.732  C1 1.085
9 H -0.898 1.400 -1.426  C1 1.087
10 H -0.158 -1.060 -2.075  C2 1.098
11 H 1.107 0.083 -1.635  C2 1.102
12 H 1.337 -1.121 1.669  C4 1.096
13 H -0.441 -1.264 1.529  C4 1.098
14 H 1.152 1.178 0.501  C5 1.113